The following is a quantum chemistry calculation of the molecule C4H13NSSi at a distorted geometry, from the Open Molecules 2025 dataset.

```
20
Properties=species:S:1:pos:R:3:forces:R:3:mulliken_charge:R:1
C 2.5525 0.2558 1.8579 -1.5 -0.4 -3.8 -0.63
S 1.4492 -1.1841 1.7088 -1.2 -0.6 -2.6 -0.01
N 0.8434 -1.1681 -0.2317 1.1 -2.6 2.1 -0.49
Si -0.5970 -0.2515 -0.4828 -0.3 1.7 -0.8 0.45
C -1.2524 -0.7549 -2.2041 1.8 1.7 0.0 -1.07
C -1.7607 -0.3035 1.0086 1.5 -1.5 -0.5 -0.87
C -0.0991 1.5942 -0.6942 -0.6 -1.9 -0.9 -1.15
H 3.3614 0.1040 1.0936 -0.3 0.5 1.5 0.24
H 2.6821 0.3366 2.8861 1.2 -0.1 1.7 0.39
H 1.9190 1.1097 1.5918 0.5 0.1 -0.1 0.11
H 0.6665 -2.2097 -0.5399 0.9 2.4 1.2 0.27
H -0.3350 -1.0056 -2.8191 -1.1 0.0 0.6 0.29
H -1.9599 -1.5481 -2.1788 -0.7 -0.5 -0.4 0.35
H -1.6257 0.2242 -2.6314 -0.1 -1.3 0.3 0.27
H -1.2966 0.4665 1.6714 -1.0 -0.7 -0.1 0.25
H -2.8076 -0.2206 0.7039 0.2 0.3 0.5 0.35
H -1.5203 -1.3601 1.3877 -0.7 1.6 0.0 0.25
H 0.4240 1.9176 0.1462 1.2 0.7 1.4 0.32
H 0.3812 1.8950 -1.6173 0.3 -0.2 -0.1 0.31
H -1.0250 2.1025 -0.6567 -1.3 0.8 0.0 0.36
```
Positions in Å, forces in eV/Å.

SMILES string: CSN[Si](C)(C)C
DFT total energy: -24561.3404 eV
Orbital gap: 9.178 eV
Relative energy (zero: lowest compared OMol25 entry of this formula, charge and spin): 45.1 kcal per mole